63
Properties=species:S:1:pos:R:3 method="wB97M-V/def2-TZVPD" multiplicity=4 homo_ev="-1.360 / -2.580" gap_ev="5.60 / 6.82" de_lowest_kj_mol=26.3 charge=-2
V -1.46457 -0.70802 -0.16575
O -2.09258 4.47467 0.70555
O -1.10376 -2.77800 0.05973
O -3.25573 -1.38993 -0.86721
O 1.42586 -1.54958 2.25237
O 0.55495 -0.42395 0.48957
O -0.84683 1.00664 -1.21585
N -3.03210 -5.36043 -1.67690
N -2.72951 0.75234 0.48752
N 0.86599 -3.69494 0.67350
N -2.10345 1.97388 0.41373
N 0.39238 -7.30474 -0.11824
C 0.57357 5.75613 -1.32032
C 1.15079 4.61391 -1.79617
C -7.05404 -1.22435 0.81839
C -0.09051 -6.23943 -0.26677
C 0.55533 3.37590 -1.55699
C 3.75429 0.11924 1.65093
C -2.02771 -5.14819 -1.15558
C 4.92091 0.68496 1.13695
C -0.36388 -3.78882 0.11376
C -0.54469 5.72781 -0.50443
C 3.42515 0.21431 3.09460
C 2.84521 -0.42797 0.70691
C 6.57486 1.04905 -0.67608
C 4.32590 0.06086 -1.09952
C -4.79002 -0.38157 0.65577
C -5.47471 -2.21670 -0.76222
C -6.73789 -2.14704 -0.23850
C -1.04936 4.48731 -0.14787
C -1.12649 1.98463 -0.46759
C 5.22118 0.60883 -0.20116
C 1.47643 -0.84945 1.21031
C 2.15187 -1.03271 -1.66402
C -6.07692 -0.36491 1.23637
C -0.50508 3.30691 -0.66856
C -3.94741 0.73138 0.83464
C 3.13800 -0.49489 -0.67986
C -4.42545 -1.31274 -0.34704
C -0.78832 -5.02750 -0.44917
H 2.38540 0.45659 3.22742
H 4.59427 -0.01676 -2.15906
H 1.04233 -3.00811 1.39329
H -5.21571 -3.02143 -1.43840
H 7.34189 0.74132 0.05087
H -4.41864 1.65238 1.21260
H 4.13012 0.90053 3.59685
H 0.87235 2.44871 -1.95935
H 6.80176 0.70830 -1.68853
H -2.26188 3.47243 0.77151
H -8.02165 -1.28548 1.30349
H 1.99812 4.69795 -2.48696
H -7.46865 -2.86426 -0.53647
H 3.53098 -0.75012 3.57369
H 5.52501 1.20813 1.83443
H 2.66337 -1.46929 -2.53674
H 1.47773 -0.24567 -1.97335
H 1.58127 -1.87096 -1.22723
H 6.63433 2.13944 -0.67331
H -6.26635 0.32185 2.06001
H 1.04636 6.68983 -1.59881
H 1.31379 -4.59158 0.87130
H -1.00787 6.62328 -0.11203

---

63
Properties=species:S:1:pos:R:3 method="wB97M-V/def2-TZVPD" homo_ev=-10.666 gap_ev=8.00 de_lowest_kj_mol=5.8 charge=+1
Sr -0.41979 1.15402 -2.89355
O 1.11300 -0.00614 1.91446
O -2.48178 0.24266 -3.23956
O -1.10696 0.54144 -0.86461
N 0.37732 0.41711 3.95045
N 1.43036 2.87322 -2.55460
N 2.54719 3.95379 -1.02932
N 0.92430 -3.00926 -2.33206
N 0.35233 -0.96804 3.74949
N 0.72658 -1.05988 -3.27708
N 3.45882 3.16141 -1.62762
N 2.16542 -2.71333 -2.77567
C 0.81669 -2.62998 0.55279
C 1.99985 -1.54790 -3.34524
C -4.36490 -1.08730 -0.44682
C 1.80488 2.79960 1.53293
C 0.44248 3.26598 3.46924
C 1.42950 -4.94214 0.76909
C 2.84017 4.68624 0.20622
C 0.08628 -2.02640 -2.62416
C 0.66341 -4.15097 -1.46561
C -2.17541 0.02051 -0.34601
C -3.27041 -0.48442 -1.12440
C -3.35402 -0.35128 -2.56362
C 0.80494 0.92642 2.85545
C 0.81410 -1.16316 2.57135
C 1.03068 -2.45691 1.91327
C 1.63270 -4.76958 2.13049
C 2.00539 4.16568 1.35006
C -4.41989 -1.18837 0.91370
C 1.00408 -3.88271 -0.02088
C 1.35419 3.77174 -1.57984
C -4.51933 -0.91954 -3.32450
C -3.35548 -0.66412 1.66842
C 0.64789 4.62027 3.28962
C 1.02288 2.35330 2.58629
C 1.42396 -3.53031 2.70864
C 1.42393 5.06896 2.22741
C 2.76045 2.55187 -2.55057
C -2.27807 -0.07731 1.06425
H 1.59504 -5.91567 0.32342
H 0.48408 -1.78331 -0.03903
H 0.19762 5.32910 3.97072
H 1.57409 -3.37882 3.76856
H -1.45898 0.32520 1.64636
H -3.38354 -0.72448 2.74985
H -5.19003 -1.47294 -1.02875
H -5.44714 -0.42523 -3.03229
H 3.91139 4.56975 0.36211
H -0.40177 -4.36696 -1.57352
H 1.57063 6.13344 2.08743
H -0.15911 2.89776 4.28845
H 2.81564 -1.03636 -3.82945
H 1.95803 -5.60148 2.73971
H 2.26304 2.08237 0.86075
H 1.21506 -4.99916 -1.86433
H 0.47156 4.28175 -1.22676
H -4.65097 -1.98179 -3.11768
H 3.21417 1.84791 -3.22884
H -5.26530 -1.65054 1.40192
H -4.35271 -0.76831 -4.38653
H 2.63779 5.74245 0.03374
H -0.95633 -2.04984 -2.34376

---

60
Properties=species:S:1:pos:R:3 method="wB97M-V/def2-TZVPD" homo_ev=-0.054 gap_ev=4.52 de_lowest_kj_mol=119.3 charge=-2
Pd -0.00214 -0.89024 0.50488
S -1.88507 1.44769 0.74812
S 2.09131 1.79250 -2.64924
S 1.95567 -3.18380 0.73534
O 1.22482 -2.92544 1.97188
O -2.83154 1.06923 -0.34449
O 2.79510 -2.09235 0.27275
O 2.62151 -4.48236 0.70496
N -1.02383 -0.67285 -2.22591
C 0.96535 0.66072 -0.55645
C -3.32847 3.50576 3.97293
C -0.61345 -3.80316 -0.10053
C -0.70774 0.09774 2.88011
C 0.92465 0.69716 -1.93245
C 2.66398 2.23071 -1.09520
C -1.47144 -0.05401 1.67993
C -0.91441 -0.52922 -4.98484
C -4.69795 3.29121 3.88506
C -2.42232 -2.08435 2.63837
C 0.99483 -3.38547 -1.84658
C 0.06094 0.06912 -4.21256
C 0.64188 -3.36054 -0.50093
C -1.97243 -1.17946 -4.36330
C -5.21307 2.52536 2.84647
C -1.68393 -1.92106 3.79320
C -1.17492 -4.29022 -2.40444
C -0.81211 -0.82260 3.89411
C 0.08972 -3.84679 -2.78726
C 1.98981 1.56807 -0.11500
C -2.47814 2.95307 3.02452
C -2.32663 -1.18240 1.57316
C -0.02843 0.00428 -2.81077
C -2.16845 -4.75893 -3.43390
C -4.36446 1.97321 1.89707
C -1.96404 -1.21994 -2.97488
C -1.51419 -4.25593 -1.05805
C -2.99831 2.18386 1.99403
H -4.72860 1.38099 1.06614
H -2.92449 -3.99198 -3.62667
H -2.75711 -1.72703 -2.43076
H 1.97554 -3.02839 -2.13518
H -1.67696 -4.97681 -4.38380
H -1.40830 3.11644 3.08503
H -1.74031 -2.64949 4.59230
H -2.76849 -1.64947 -4.92786
H 2.22936 1.71319 0.93300
H 0.35705 -3.84764 -3.83968
H -0.85208 -3.80219 0.95476
H -2.69210 -5.66059 -3.10642
H -0.04762 0.95289 2.97460
H 3.47153 2.94024 -0.98445
H 0.88581 0.58971 -4.68251
H -2.92152 4.10247 4.78101
H -5.36374 3.72436 4.62274
H -2.50063 -4.59060 -0.74805
H -6.28192 2.35630 2.77764
H -0.18510 -0.71021 4.77161
H -2.95858 -1.26019 0.69717
H -0.85107 -0.48500 -6.06732
H -3.08497 -2.93922 2.53855

---

63
Properties=species:S:1:pos:R:3 method="wB97M-V/def2-TZVPD" multiplicity=3 homo_ev="-7.422 / -8.987" gap_ev="7.67 / 8.00" de_lowest_kj_mol=0.0
Pt 0.23774 0.22724 -0.11483
Br 1.50848 -0.41113 7.09807
P 0.34284 2.46692 0.02507
O -2.01588 -0.69656 -0.80498
O 2.38168 0.01257 -0.28844
O -0.04279 -0.25827 1.98098
O -2.13310 0.53592 1.85598
O 3.66918 0.33923 -2.06905
O -3.21409 -2.27298 0.27571
N 0.24458 -2.06316 -0.17767
N -1.04058 -2.60973 -0.02734
C -1.15161 0.16329 2.49369
C -2.19910 2.85190 -0.86742
C -1.11958 4.10716 3.49848
C -3.21506 3.44309 -1.60019
C 3.01682 2.28336 -0.91481
C -0.05445 0.00467 6.10330
C -1.62874 4.95321 -2.59292
C -0.60676 4.37498 -1.85262
C 4.23195 2.89313 -1.23328
C 3.43934 5.02635 -0.47092
C 1.11136 2.69454 2.65124
C -0.13414 3.75724 4.40815
C -1.18737 0.44036 6.77218
C 1.99215 3.08592 -0.39619
C 2.22248 4.44712 -0.16904
C 3.00379 0.76520 -1.14252
C 0.12213 3.04794 1.73278
C -2.31123 0.64761 4.65343
C -0.99481 3.75412 2.16135
C -1.16755 0.21076 3.99968
C -0.89100 3.33133 -0.97848
C 0.98446 3.05178 3.98280
C -4.35531 -1.39639 0.20688
C -0.02926 -0.11775 4.72711
C 4.44712 4.24068 -1.01402
C -2.09743 -1.75474 -0.21942
C -2.31981 0.75868 6.03528
C -2.93082 4.49471 -2.46197
H 1.97465 2.12851 2.31860
H 5.40620 4.67842 -1.25929
H -1.77244 4.02478 1.45888
H 0.73930 -2.49144 -0.95215
H -4.60918 -1.19438 -0.83171
H -5.15751 -1.93451 0.70053
H -0.23963 4.02581 5.45154
H -3.72404 4.94918 -3.04150
H 3.60036 6.07982 -0.28287
H 5.00756 2.27006 -1.65548
H -1.18166 0.53078 7.84958
H -1.99436 4.65321 3.82760
H -3.20884 1.10216 6.54834
H -4.12644 -0.46737 0.72531
H 1.43464 5.05241 0.26486
H -1.40366 5.76111 -3.27686
H 0.40827 4.72892 -1.97111
H 0.78156 -2.18224 0.67684
H 0.86366 -0.43823 4.21010
H 1.75186 2.77004 4.69204
H -3.17692 0.90981 4.06080
H -1.16229 -3.34451 0.65130
H -4.22798 3.07280 -1.50987
H -2.40716 2.01159 -0.21135